(1)
DFT (ωB97M-V/def2-TZVPD) results for an isolated molecule of C4H8N2O2.

Results
**SMILES**: NC(=O)C[C@@H](N)C=O
**HOMO level**: -9.684 eV
**E**: -417.1557 hartree
**Gap between HOMO and LUMO**: 0.3719 Ha
**Energy relative to the best compared isomer or geometry (same formula, charge and spin)**: 62.9 kcal/mol

Geometry (Å):
O 1.600827 1.862859 0.643169
O 0.927595 -2.902514 -0.347628
N -0.515522 2.123154 1.297188
N -0.035239 0.067564 -1.724846
C 0.511656 1.326348 0.768214
C -0.116106 -2.288396 -0.701216
C -0.440118 -0.780464 -0.546622
C 0.325889 -0.217995 0.716379
H -0.825250 -3.090273 -1.077584
H 0.997308 0.004312 -2.058088
H -0.132793 -0.603885 1.554353
H -1.535661 -0.879529 -0.617482
H -0.292262 1.012305 -1.536464
H -0.395473 3.067293 1.741594
H -1.476996 1.938474 1.324836
H 1.402144 -0.639252 0.564198

Cartesian forces (eV/Å) of the 3 atoms listed first:
O -0.531 -0.942 -0.523
O -2.470 3.004 -0.671
N 0.547 1.161 0.431

(2)
DFT (ωB97M-V/def2-TZVPD) results for a structure of composition C4H8N2O2.

Results
**HOMO level**: -9.041 eV
**E**: -417.0953 hartree
**Gap between HOMO and LUMO**: 0.3466 Ha
**Energy relative to the best compared isomer or geometry (same formula, charge and spin)**: 100.8 kcal/mol

Geometry (Å):
O 0.412661 -1.542418 -0.661732
O 0.261129 0.742824 -0.035620
N -2.255785 0.419632 -1.586997
N 0.995393 -1.022926 1.475240
C 1.429430 1.256595 -0.634339
C 0.252058 -0.794538 0.298161
C -1.722116 -0.628970 0.668013
C -2.023453 0.072692 -0.475197
H -2.157022 -1.620960 0.716524
H 1.266381 -0.193909 1.983024
H 1.772115 -1.647924 1.313134
H -1.843914 -0.055385 1.579889
H 1.834044 0.547230 -1.364252
H 2.208540 1.484675 0.103197
H -1.594901 0.780329 -2.263340
H 1.165439 2.203053 -1.115705

Cartesian forces (eV/Å) of the 3 atoms listed first:
O -0.729 0.303 0.727
O -0.699 -0.905 0.839
N -0.125 0.532 0.608

(3)
DFT (ωB97M-V/def2-TZVPD) results for a cluster of 2 separate species, C4H8N2O2 in total.

Results
**SMILES**: C/C=[N+](/[O-])O.CC#N
**HOMO level**: -8.790 eV
**E**: -417.0433 hartree
**Gap between HOMO and LUMO**: 0.3514 Ha
**Energy relative to the best compared isomer or geometry (same formula, charge and spin)**: 133.4 kcal/mol

Geometry (Å):
O 1.976405 1.076075 0.801056
O 0.494627 2.089351 -0.464688
N 1.021105 1.047203 -0.218828
N -1.152902 -1.625286 0.869851
C 0.752346 -0.159421 -0.683316
C -2.318561 0.587954 0.019762
C -1.567019 -0.622296 0.483202
C 1.487995 -1.384376 -0.156116
H 1.800648 1.991890 1.117655
H 1.930202 -1.196727 0.787635
H 2.234428 -1.639137 -0.800344
H -1.653053 1.478049 0.055046
H -3.115157 0.532513 0.723004
H 0.824916 -2.344238 -0.086794
H -0.042244 -0.114083 -1.548695
H -2.673736 0.282522 -0.898434

Cartesian forces (eV/Å) of the 3 atoms listed first:
O -0.031 1.036 0.345
O -1.510 3.490 -0.856
N 0.630 -5.208 0.124

(4)
DFT (ωB97M-V/def2-TZVPD) results for a structure of composition C4H8N2O2.

Results
**HOMO level**: -8.366 eV
**E**: -417.0549 hartree
**Gap between HOMO and LUMO**: 0.3300 Ha
**Energy relative to the best compared isomer or geometry (same formula, charge and spin)**: 126.2 kcal/mol

Geometry (Å):
O -1.615824 0.013140 1.695335
O 1.034557 0.562536 2.013457
N 0.611369 0.913753 0.656437
N 0.178869 -1.208088 -0.086748
C -1.818498 0.481582 -0.646563
C 1.094795 -0.079664 -0.152537
C 2.144304 -0.043750 -0.972775
C -1.090624 0.107373 0.609097
H -1.132291 0.775969 -1.439485
H 2.246918 -0.754855 -1.783457
H -2.387569 -0.386669 -0.994144
H 0.257284 -1.691826 0.807644
H -2.532950 1.268126 -0.403425
H 0.285381 0.870742 2.549397
H 2.853183 0.767460 -0.875194
H -0.128904 -1.595829 -0.977038

Cartesian forces (eV/Å) of the 3 atoms listed first:
O 1.097 -0.761 -1.226
O -0.242 0.047 -0.383
N -2.183 0.074 1.488

(5)
DFT (ωB97M-V/def2-TZVPD) results for an isolated molecule of C4H8N2O2.

Results
**SMILES**: C=CO/C(CO)=N\N
**HOMO level**: -8.932 eV
**E**: -417.1050 hartree
**Gap between HOMO and LUMO**: 0.3621 Ha
**Energy relative to the best compared isomer or geometry (same formula, charge and spin)**: 94.7 kcal/mol

Geometry (Å):
O -2.122622 -1.614593 0.183718
O 0.897769 0.458677 -0.627035
N -0.913320 2.321662 0.175349
N -1.149053 0.944205 0.221193
C -0.366114 0.082949 -0.179983
C 2.691973 -0.311235 0.720892
C 1.986035 -0.426059 -0.383109
C -0.793685 -1.424671 -0.156639
H -0.017543 2.507775 -0.292563
H 2.219072 0.414850 1.366974
H 3.666075 -0.822320 0.860231
H -2.371145 -1.165141 0.990365
H 2.134895 -0.979720 -1.305541
H -0.694969 -1.874583 -1.161799
H -1.727165 2.763402 -0.282703
H -0.083033 -1.983911 0.588812

Cartesian forces (eV/Å) of the 3 atoms listed first:
O -0.455 -0.369 -0.325
O 0.016 -0.891 0.452
N 0.493 -0.493 -0.230

(6)
DFT (ωB97M-V/def2-TZVPD) results for a cluster of 2 separate species, C4H8N2O2 in total.

Results
**HOMO level**: -8.322 eV
**E**: -417.1245 hartree
**Gap between HOMO and LUMO**: 0.2755 Ha
**Energy relative to the best compared isomer or geometry (same formula, charge and spin)**: 82.5 kcal/mol

Geometry (Å):
O -1.204256 -0.839001 0.196510
O -0.684169 1.119112 1.201792
N -0.296708 -0.871756 2.266702
N 0.989690 -0.398943 -1.496471
C 0.018206 1.780713 -1.761941
C -0.775164 -0.118112 1.135131
C 1.165621 -1.380212 -0.696604
C 0.827483 0.961188 -1.104593
H 1.297462 1.170769 -0.156516
H -0.272907 -0.302853 3.097056
H -0.251457 1.558598 -2.788589
H -0.546671 2.477162 -1.155811
H -0.917350 -1.665142 2.388902
H 1.283823 -2.373315 -1.104766
H 1.255622 -1.205821 0.370466
H 0.804679 -0.651180 -2.463390

Cartesian forces (eV/Å) of the 3 atoms listed first:
O 0.324 -0.084 -0.449
O 0.116 -0.023 -0.098
N -0.233 -0.117 -0.270

(7)
DFT (ωB97M-V/def2-TZVPD) results for an isolated molecule of C4H8N2O2.

Results
**SMILES**: NN[C@H]1C[C@@H]1C(=O)O
**HOMO level**: -8.882 eV
**E**: -417.1657 hartree
**Gap between HOMO and LUMO**: 0.3556 Ha
**Energy relative to the best compared isomer or geometry (same formula, charge and spin)**: 56.6 kcal/mol

Geometry (Å):
O -0.991807 2.229916 -1.124686
O -2.744583 0.855562 -1.241555
N 0.581686 -0.598000 1.598567
N 0.707929 -1.950781 1.195148
C -1.576200 1.020009 -0.996798
C -0.651476 -0.025754 -0.535758
C 0.821491 0.037144 -0.892547
C 0.393606 0.309306 0.509280
H -1.651963 2.873003 -1.424519
H 1.291688 -0.906704 -1.116651
H 1.149488 0.868769 -1.495585
H 1.344042 -0.277271 2.197253
H 0.421030 1.336167 0.851221
H -1.100140 -1.005999 -0.464331
H 0.332286 -2.540659 1.930229
H 1.672924 -2.224710 1.010730

Cartesian forces (eV/Å) of the 3 atoms listed first:
O 0.406 0.349 0.019
O 0.007 -0.052 0.017
N 0.192 -0.119 0.476

(8)
DFT (ωB97M-V/def2-TZVPD) results for an isolated molecule of C4H8N2O2S.

Results
**SMILES**: [H]/N=C(/C)[C@H](SC)[N+](=O)[O-]
**HOMO level**: -9.264 eV
**E**: -815.2187 hartree
**Gap between HOMO and LUMO**: 0.3337 Ha
**Energy relative to the best compared isomer or geometry (same formula, charge and spin)**: 118.1 kcal/mol

Geometry (Å):
S 0.603697 1.521901 0.208700
O -1.669398 0.432842 2.463717
O -2.810340 0.077741 0.640432
N -1.780018 0.230658 1.273875
N 0.559828 -1.089484 2.375569
C -0.514332 0.091779 0.496586
C 0.306248 -1.029493 1.168479
C -0.082706 2.452131 -1.136422
C 0.818478 -2.170773 0.184370
H 0.198068 -0.438788 3.221463
H 1.836582 -2.025860 -0.135402
H -0.212694 1.820248 -2.087721
H -1.042657 2.763575 -0.631862
H 0.483686 3.317201 -1.428117
H 0.696593 -3.178811 0.540765
H -0.853439 -0.379730 -0.618076
H 0.126048 -2.009744 -0.585944

Cartesian forces (eV/Å) of the 3 atoms listed first:
S 0.941 -1.042 1.229
O -0.680 0.354 -0.206
O 0.118 0.096 0.596

(9)
DFT (ωB97M-V/def2-TZVPD) results for an isolated molecule of C4H8N2O3.

Results
**SMILES**: C=C(C(=O)O)[C@@H](O)NN
**HOMO level**: -8.206 eV
**E**: -492.3271 hartree
**Gap between HOMO and LUMO**: 0.2938 Ha
**Energy relative to the best compared isomer or geometry (same formula, charge and spin)**: 110.4 kcal/mol

Geometry (Å):
O -0.020815 -0.930283 -1.518583
O 2.129170 -1.165901 -0.286586
O 2.632588 0.813906 1.211912
N -2.013999 -1.073812 0.353212
N -1.914603 0.084063 -0.382824
C -0.345586 0.272175 -0.981512
C 0.421535 0.830573 0.169558
C -0.085771 1.620703 1.116477
C 1.856847 0.297807 0.474071
H -0.420873 1.040821 -1.771322
H 3.041153 -1.359268 -0.026935
H -1.795386 -1.928809 -0.159386
H 0.558447 2.103276 1.836697
H -1.148772 1.759305 1.232508
H -1.406576 -1.037428 1.173746
H 1.025677 -1.308716 -1.239926
H -2.513036 -0.018413 -1.201107

Cartesian forces (eV/Å) of the 3 atoms listed first:
O 3.798 -1.956 0.319
O 0.195 3.475 2.353
O -0.418 -1.748 -1.409

(10)
DFT (ωB97M-V/def2-TZVPD) results for an isolated molecule of C4H8N2O4.

Results
**SMILES**: C/C=N/C(=O)N(O)C(O)O
**HOMO level**: -9.636 eV
**E**: -567.6009 hartree
**Gap between HOMO and LUMO**: 0.3609 Ha
**Energy relative to the best compared isomer or geometry (same formula, charge and spin)**: 84.0 kcal/mol

Geometry (Å):
O -2.936638 -0.104302 1.177200
O -2.765634 -0.085944 -1.142784
O -0.705969 -1.135735 -0.275628
O -0.750993 2.319866 0.117565
N 1.108286 0.214005 -0.194523
N -1.146754 1.001940 0.212526
C 1.858791 -0.701189 0.232382
C -2.595200 0.631751 0.022280
C 3.374710 -0.693289 -0.027679
C -0.280061 -0.011251 -0.128026
H -2.121738 -0.907913 -1.077185
H 1.386340 -1.619571 0.620486
H -3.216455 1.525781 -0.235122
H 3.628092 -1.807660 0.005953
H -0.038503 2.444864 -0.562503
H -2.196157 -0.629794 1.339232
H 3.805879 -0.301046 0.831751
H 3.592005 -0.140513 -0.915919

Cartesian forces (eV/Å) of the 3 atoms listed first:
O -2.231 2.392 -1.076
O 1.046 -1.976 -0.214
O -0.364 -1.805 -0.160